No. 1
The following is a DFT calculation (ωB97M-V/def2-TZVPD) of a 4-piece molecular cluster, C3H14O3S2 overall at a distorted geometry.

Summary:
HOMO-LUMO gap	9.460	eV
relative energy (zero: lowest compared OMol25 entry of this formula, charge and spin)	16.8	kJ/mol
SMILES string	CCCSS.O.O.O
HOMO level	-0.3292	Ha

Cartesian coordinates (Å):
H  -1.687  -1.583  0.139
O  0.633  -1.010  -1.806
H  3.427  0.041  -1.560
H  -2.501  -0.620  1.357
H  3.596  0.221  -0.110
H  -0.858  0.720  -0.813
S  0.868  -2.326  1.397
O  3.200  -0.419  -0.739
H  1.365  -0.577  -1.346
H  2.275  0.489  2.065
H  2.288  1.922  1.592
S  -0.234  -0.649  1.901
C  -1.679  0.677  -0.096
H  -3.837  1.152  0.009
H  -2.877  2.133  -1.046
H  1.568  -1.823  0.356
H  -3.327  0.479  -1.529
C  -3.007  1.107  -0.699
O  2.838  1.129  1.608
C  -1.643  -0.644  0.680
H  0.963  -1.885  -1.965
H  -1.370  1.463  0.605

***

No. 2
The following is a DFT calculation (ωB97M-V/def2-TZVPD) of a 4-piece molecular cluster, C3H14O4 overall at a distorted geometry.

Summary:
HOMO-LUMO gap	11.066	eV
relative energy (zero: lowest compared OMol25 entry of this formula, charge and spin)	119.5	kJ/mol
SMILES string	CCCO.O.O.O
HOMO level	-0.3838	Ha

Cartesian coordinates (Å):
H  1.137  3.380  0.826
H  1.631  -2.375  1.609
O  -0.326  3.246  -1.315
H  0.601  -1.203  1.803
H  0.093  0.162  0.478
H  -0.196  2.930  -2.209
H  0.482  2.601  2.130
H  -0.666  2.547  -0.759
H  0.131  -1.416  -1.873
O  -2.251  1.342  -1.002
C  0.550  -2.228  1.417
H  -3.147  1.010  -0.918
C  0.594  -1.184  -0.917
H  -0.803  -2.520  -0.206
H  1.654  -0.955  -1.020
H  0.796  -3.311  -0.417
O  -0.056  -0.011  -0.458
H  0.046  -2.935  2.069
H  -1.610  0.749  -0.550
O  1.062  2.594  1.374
C  0.277  -2.423  -0.062

***

No. 3
The following is a DFT calculation (ωB97M-V/def2-TZVPD) of C3H14O4S as an isolated structure at a distorted geometry.

Summary:
HOMO-LUMO gap	4.818	eV
relative energy (zero: lowest compared OMol25 entry of this formula, charge and spin)	642.8	kJ/mol
HOMO level	-0.3574	Ha

Cartesian coordinates (Å):
H  -4.407  1.882  -0.855
O  -2.854  -0.048  -0.326
H  2.026  -0.057  -0.212
H  -2.522  0.868  -0.313
C  1.150  0.522  0.072
H  0.730  -0.713  1.801
O  1.279  -2.690  -0.315
H  0.374  -2.007  -0.154
H  -0.522  0.518  1.393
H  1.489  1.388  0.651
C  0.161  -0.280  0.969
H  3.813  -2.061  1.219
H  0.837  -3.382  -0.820
O  3.039  -1.497  1.329
O  -0.549  -1.228  0.349
H  2.282  -2.081  1.126
C  0.291  1.128  -0.993
H  -4.536  1.936  -1.582
S  -0.903  2.308  -0.462
H  0.903  1.787  -1.652
H  -0.125  0.361  -1.648
H  -2.016  -0.543  -0.432

***

No. 4
The following is a DFT calculation (ωB97M-V/def2-TZVPD) of a 5-piece molecular cluster, C3H14O5 overall at a distorted geometry.

Summary:
HOMO-LUMO gap	9.376	eV
relative energy (zero: lowest compared OMol25 entry of this formula, charge and spin)	123.0	kJ/mol
SMILES string	C/C=C/O.O.O.O.O
HOMO level	-0.3313	Ha

Cartesian coordinates (Å):
H  3.490  -0.719  -0.063
H  1.575  -1.565  -2.489
H  -1.304  0.608  1.844
O  -0.265  -2.545  1.590
O  -1.720  -0.261  1.862
C  0.974  -1.186  -1.672
H  1.576  -1.355  -0.776
O  -2.128  2.394  1.257
O  3.562  -1.175  0.764
H  -0.337  2.664  -1.892
H  -2.817  2.950  1.620
H  -2.652  -0.052  1.756
H  3.045  -0.575  1.315
H  -0.972  0.384  -0.299
H  0.608  -2.247  1.831
H  -0.923  -1.854  1.797
O  -0.921  2.048  -1.444
H  0.143  -1.864  -1.573
C  0.536  0.238  -1.859
C  -0.440  0.782  -1.148
H  0.936  0.697  -2.755
H  -1.966  2.633  0.336

***

No. 5
The following is a DFT calculation (ωB97M-V/def2-TZVPD) of a 5-piece molecular cluster, C3H14O5 overall at a distorted geometry.

Summary:
HOMO-LUMO gap (spin up / spin down)	8.307 / 4.351	eV
relative energy (zero: lowest compared OMol25 entry of this formula, charge and spin)	266.2	kJ/mol
⟨S²⟩	0.753
charge	+1
HOMO level (spin up / spin down)	-0.5134 / -0.5133	Ha
multiplicity	2

Cartesian coordinates (Å):
O  -1.331  -1.418  0.513
H  -0.999  -0.014  -2.328
H  0.148  -0.837  -2.947
H  3.434  1.277  0.907
H  -0.993  0.276  0.798
H  -1.862  -1.552  -0.318
O  -0.777  -4.068  0.846
C  2.767  1.598  0.107
H  0.742  2.056  2.179
H  -0.988  1.355  -0.515
H  0.827  2.260  -0.552
H  3.338  1.903  -0.769
O  -0.743  -0.930  -2.594
O  -0.700  1.148  1.191
O  -1.323  1.462  -1.426
H  -0.939  -4.654  1.584
C  0.688  1.259  1.415
H  -0.557  -1.817  0.087
H  -1.045  -3.223  1.206
H  -2.191  1.844  -1.395
C  1.409  1.747  0.217
H  1.094  0.329  1.795

***

No. 6
The following is a DFT calculation (ωB97M-V/def2-TZVPD) of C3H15BaO6 as an isolated structure at a distorted geometry.

Summary:
HOMO-LUMO gap	4.207	eV
relative energy (zero: lowest compared OMol25 entry of this formula, charge and spin)	577.5	kJ/mol
charge	-1
HOMO level	-0.0761	Ha

Cartesian coordinates (Å):
C  -55.920  11.783  4.317
C  -59.909  10.743  6.969
O  -57.634  9.819  3.278
H  -58.506  6.760  4.100
H  -55.757  10.744  4.031
H  -57.070  10.563  3.565
H  -59.614  10.935  8.001
O  -55.768  9.612  6.181
H  -57.724  7.416  2.716
H  -60.975  10.970  6.920
O  -57.070  8.256  4.259
H  -55.210  10.390  5.988
O  -59.111  11.333  5.910
H  -58.365  7.650  6.024
O  -56.978  11.829  5.273
H  -56.097  12.408  3.442
H  -54.996  12.132  4.778
C  -57.536  7.108  3.744
H  -56.820  12.576  5.854
Ba  -57.785  9.889  5.436
H  -59.412  12.242  5.846
H  -56.793  6.314  3.663
O  -57.891  8.161  6.708
H  -57.149  8.981  3.635
H  -59.864  9.674  6.765